# 1
{
  "formula": "C19H18N4O",
  "method": "ωB97M-V/def2-TZVPD",
  "smiles": "[H]/N=C\\Cc1cc(COc2ccccc2)c2nccnc2c1C/C=N/[H]",
  "max_force_ha_per_bohr": 0.143,
  "total_energy_ev": -27980.1369,
  "relative_energy_ev": 22.933,
  "orbital_gap_ev": 6.798,
  "molar_mass_da": 318.4,
  "elements": ["C", "C", "C", "N", "H", "H", "C", "C", "H", "N", "H", "H", "C", "H", "H", "H", "H", "H", "C", "N", "C", "C", "H", "H", "C", "N", "C", "O", "C", "C", "C", "H", "C", "C", "C", "H", "H", "H", "C", "C", "H", "H"],
  "xyz": [[-0.440273, -0.462197, -2.401784], [-1.245681, 0.127961, 0.830857], [4.309185, 2.921468, 1.114291], [-5.392163, -2.365652, 0.761785], [1.195613, 0.242009, 1.113923], [-0.891006, -1.040116, -5.869668], [-3.997419, -0.158456, 0.083643], [0.733678, -0.221822, -1.237123], [-0.459201, 0.438134, 2.957430], [-3.152227, -0.614375, -2.864547], [-3.530873, 0.875974, 3.921255], [-2.305143, -1.823435, 3.153341], [3.819079, 0.216016, 0.162129], [6.101276, 3.113363, 2.866210], [-4.594475, 0.499542, -0.686531], [-3.523098, -0.988816, -5.111497], [-4.172973, -2.359492, -1.054676], [-4.189838, 0.201449, 1.185126], [-2.451613, -0.662154, 3.192149], [-3.507368, -0.166856, 3.954503], [5.018666, -0.285659, 1.214624], [5.492128, 2.400662, 2.144371], [2.332598, -1.172612, -2.551358], [4.057581, 4.079329, 1.057490], [-1.995220, -0.410717, -1.927735], [0.054191, -0.712456, -3.798389], [-4.537154, -1.728386, -0.112980], [3.170688, -0.838464, -0.618739], [-2.693273, -0.819206, -4.280181], [0.343933, 0.071421, 0.327673], [2.333806, -0.326237, -1.708797], [-1.945498, 1.533788, 2.577234], [-1.126659, -0.862359, -4.716043], [-1.520496, 0.444539, 2.415995], [3.486945, 1.816413, 0.168340], [5.313551, -1.435848, 1.305499], [-5.546223, -3.353054, 0.395888], [6.633484, 0.321405, 2.942693], [5.821670, 0.785535, 2.204133], [-2.375663, -0.143390, -0.326004], [2.722873, 0.641735, -2.236283], [2.652593, 2.221019, -0.548246]],
  "forces_ev_per_angstrom": [[0.4, 0.2, 1.2], [0.4, -1.0, -4.5], [1.5, -4.2, 0.7], [3.5, 2.0, -3.8], [-1.8, -0.4, -1.8], [-0.5, 0.4, 2.9], [0.5, -1.3, -0.8], [-2.3, 0.6, 2.4], [-2.2, 0.0, -1.3], [5.9, -0.1, -2.8], [0.3, -0.9, -0.3], [-0.1, 2.5, -0.1], [2.5, 2.1, 3.0], [-1.6, -1.5, -1.8], [1.3, -1.3, 1.5], [2.0, 0.4, 2.1], [-0.5, 1.9, 1.9], [0.5, -0.8, -2.3], [-3.6, 3.3, 2.1], [4.5, -2.3, -3.0], [-0.5, 3.4, 0.4], [-2.2, -2.9, -2.3], [0.1, 1.8, 2.0], [0.5, -2.9, 0.0], [0.4, -0.1, 0.3], [-7.3, 0.3, 1.0], [-2.1, -2.1, 2.0], [0.8, 3.9, 0.6], [2.0, 0.3, 2.9], [-2.1, -0.8, -3.8], [-1.9, -1.2, -1.2], [0.6, -2.4, -0.4], [0.0, 0.3, 2.5], [0.9, -0.8, -0.2], [2.3, -1.0, 1.6], [-0.9, 2.8, -0.4], [0.3, 1.6, 0.4], [-2.0, 1.3, -1.8], [-3.0, 0.8, -2.9], [2.3, 0.5, 1.2], [-0.6, -1.7, 1.4], [1.8, -0.9, 1.6]]
}

***

# 2
{
  "formula": "C2H9NOS2",
  "method": "ωB97M-V/def2-TZVPD",
  "smiles": "CSS.NCO",
  "max_force_ha_per_bohr": 0.058,
  "total_energy_ev": -27426.2255,
  "relative_energy_ev": 1.868,
  "orbital_gap_ev": 8.784,
  "molar_mass_da": 127.2,
  "elements": ["C", "H", "S", "O", "H", "H", "H", "H", "S", "N", "C", "H", "H", "H", "H"],
  "xyz": [[2.026298, -0.095883, 2.400395], [1.995447, -1.020243, 2.878350], [1.166773, 1.351116, -0.158674], [-1.379946, -0.308242, -2.602200], [-3.302577, -1.374743, -1.843359], [1.899997, 0.647706, 3.178432], [-0.893469, -2.280562, -1.478014], [-2.741442, 0.087411, -1.071694], [0.388413, 0.169492, 1.398243], [-1.535727, -1.799372, -0.777372], [-2.331763, -0.817462, -1.557728], [-0.979388, 0.505925, -2.176310], [2.029116, 2.121954, 0.509062], [-2.238048, -2.468492, -0.334290], [2.969845, -0.007072, 1.707935]],
  "forces_ev_per_angstrom": [[-0.1, 1.8, -2.4], [-0.1, -1.8, 0.5], [-0.2, -0.6, -0.1], [-1.4, 0.4, 1.7], [1.6, 1.1, -1.1], [0.8, 0.3, -0.1], [-1.4, 0.6, 1.3], [0.7, -0.5, 0.7], [2.0, 0.1, 0.4], [-0.9, -0.5, -0.1], [0.4, -0.5, -0.8], [-0.7, -1.5, -0.8], [-0.2, 0.2, 0.3], [1.7, 0.8, -0.9], [-2.0, 0.0, 1.5]]
}

***

# 3
{
  "formula": "C28H35N7",
  "method": "ωB97M-V/def2-TZVPD",
  "smiles": "c1cc[nH]c1.c1cc[nH]c1.c1cc[nH]c1.c1cc[nH]c1.c1cc[nH]c1.c1cc[nH]c1.c1cc[nH]c1",
  "max_force_ha_per_bohr": 0.314,
  "total_energy_ev": -40016.0176,
  "relative_energy_ev": 16.864,
  "orbital_gap_ev": 7.838,
  "molar_mass_da": 469.6,
  "elements": ["H", "N", "C", "C", "H", "C", "C", "C", "H", "C", "H", "H", "H", "H", "C", "H", "C", "N", "H", "H", "H", "C", "H", "C", "H", "C", "C", "H", "H", "H", "C", "H", "H", "H", "C", "H", "H", "N", "C", "H", "C", "C", "H", "N", "C", "H", "N", "C", "H", "H", "C", "C", "C", "H", "C", "N", "H", "C", "H", "N", "C", "H", "H", "H", "H", "C", "C", "C", "H", "H"],
  "xyz": [[0.130736, 2.583260, 1.485360], [3.176779, -4.689202, -0.721403], [-3.079267, -4.068916, 2.076988], [-0.358698, 0.377217, -1.833735], [-5.549601, -1.543328, 1.433003], [1.420012, 2.755897, -5.189576], [-3.641979, -0.203457, 1.429949], [-0.977380, -3.070434, 2.858812], [3.540085, 3.045932, -4.212217], [-1.866594, -3.211465, 4.009716], [4.280765, -5.708876, 0.731006], [-1.155759, 0.895965, -2.285000], [-0.305626, 4.583657, 2.692496], [-1.429271, -1.105809, -0.203806], [5.200714, -3.745705, -0.074968], [4.978900, -1.854627, -1.521326], [2.676164, 2.407171, -4.414884], [0.577635, 0.472531, 1.547448], [0.521458, 2.329775, 4.282581], [2.413331, -5.107391, -0.720081], [6.102632, -3.677061, 0.493237], [-0.845991, 4.969346, -0.694656], [3.265218, 2.142617, 2.972463], [-1.733149, -3.542687, 1.680114], [-2.707268, 1.878327, 1.123116], [0.910650, -1.266434, -0.708677], [-0.440476, 3.592968, -0.425139], [-4.087729, -3.997210, 4.014449], [1.138353, -2.061672, -0.211729], [-2.738108, -0.739837, 1.024414], [2.226654, 1.791065, 2.705909], [-1.723765, 6.508660, 0.734937], [0.391768, -0.122751, 0.718735], [2.623801, -3.081898, -2.252258], [4.270340, -4.890428, 0.223405], [-1.060311, 5.223613, -1.615427], [-1.224894, 0.510743, 2.772483], [0.654185, 1.634754, -5.407043], [-0.597434, 4.599170, 1.657376], [-3.699939, -4.622520, 1.686227], [2.583872, 0.882375, -4.255608], [1.246267, 0.410258, -4.885854], [1.167448, 1.230247, -2.918143], [-0.146116, 3.386832, 0.941894], [1.754673, -0.189263, -1.612966], [-6.862173, 1.103214, 1.672274], [0.931105, 0.560381, -2.233303], [1.900365, 0.838927, 1.583449], [-1.931899, -2.878269, 4.911618], [-0.041087, 2.756953, -1.063777], [-5.827006, 0.868960, 1.483986], [-0.497660, -0.760341, -0.822097], [-0.097939, 0.771046, 2.651060], [-0.469117, 1.667242, -5.858633], [3.410344, -3.573575, -1.460638], [-3.132169, -3.685797, 3.481782], [2.823642, -0.127894, -1.748405], [4.600876, -2.941186, -1.112150], [-5.184100, 2.824964, 1.087202], [-4.860794, 1.790596, 1.349214], [-3.571822, 1.331422, 1.404857], [0.790499, 3.484660, -5.364034], [3.308508, 0.143009, -3.913959], [-1.368133, -3.699337, 0.552210], [0.844002, -0.581716, -5.054119], [-5.098458, -0.521723, 1.498828], [0.814563, 1.740129, 3.470743], [-1.077801, 5.585289, 0.687642], [0.176867, -2.962688, 3.021627], [2.536301, 0.554324, 0.643003]],
  "forces_ev_per_angstrom": [[0.1, -0.1, -0.4], [10.7, 5.0, 1.4], [11.4, 9.1, 6.9], [-1.1, -3.4, 2.9], [0.4, 1.3, 0.3], [4.0, -5.6, 3.0], [-2.3, 4.1, -0.9], [-1.2, -1.4, 1.5], [-0.7, -0.3, 0.1], [-1.7, -2.3, -9.5], [0.4, -4.7, 3.3], [-0.6, 0.7, -0.4], [-0.6, 0.5, 0.2], [2.0, 0.7, -1.8], [-3.4, -3.3, 0.5], [-1.0, -3.3, 1.1], [-3.8, -3.2, -2.3], [2.7, -0.8, -0.3], [-0.4, 0.4, 1.2], [-8.4, -4.9, 0.0], [0.4, 0.5, -0.1], [1.1, -4.9, 8.3], [-1.8, -0.2, -0.3], [-1.5, -2.1, -0.6], [0.3, 0.8, 0.0], [-2.7, 9.3, -6.3], [1.7, 1.0, 0.8], [3.7, 1.4, -1.3], [2.2, -4.4, 3.0], [-1.5, 0.2, 1.3], [-4.9, -3.9, -1.1], [1.4, -1.1, 0.7], [-0.7, 0.3, 1.0], [1.9, -1.8, 2.3], [0.1, 8.9, -6.6], [-1.2, 1.9, -4.3], [2.4, 0.6, -0.1], [-2.0, -3.3, -0.1], [0.2, -0.6, -3.9], [-6.4, -5.1, -4.1], [-3.5, 1.7, -3.8], [3.8, 4.7, 0.0], [0.4, 0.8, -0.4], [-2.8, 5.3, -0.8], [0.2, -6.5, 4.3], [0.1, 0.0, -0.2], [-4.2, 0.6, 1.9], [2.3, 2.9, 0.6], [0.4, 1.9, 5.5], [-0.9, 1.3, 0.3], [2.6, -5.4, 0.0], [2.9, 1.5, -2.7], [0.3, 3.8, 3.3], [4.8, -0.1, 1.9], [-1.4, 2.5, -2.0], [-1.5, -2.1, -0.7], [-0.1, -0.2, 0.0], [0.7, 1.2, 0.1], [1.5, -3.0, 1.2], [-0.5, 3.4, -0.3], [-1.5, -5.0, -0.8], [-1.7, 5.0, -0.8], [-0.2, 0.6, 0.0], [-0.6, 0.5, 2.9], [0.0, 0.3, 0.1], [0.8, 3.7, -0.4], [1.6, -3.4, -5.2], [0.8, -2.8, -1.3], [-2.6, 0.3, -0.8], [-1.3, 0.6, 2.3]]
}

***

# 4
{
  "formula": "C21H30N2O9S",
  "method": "ωB97M-V/def2-TZVPD",
  "smiles": "CCOC(=O)C1=C(C)NC(C)=C(C(=O)OCC)C1C(=O)OCC(=O)N(C)[C@H]1CCS(=O)(=O)C1",
  "max_force_ha_per_bohr": 0.015,
  "total_energy_ev": -54508.0246,
  "relative_energy_ev": 0.000,
  "orbital_gap_ev": 8.487,
  "molar_mass_da": 486.5,
  "elements": ["H", "N", "O", "C", "O", "C", "H", "C", "C", "O", "O", "H", "C", "C", "H", "H", "O", "C", "H", "C", "C", "C", "C", "C", "O", "H", "H", "O", "H", "H", "H", "H", "H", "H", "H", "C", "H", "C", "H", "C", "C", "C", "N", "S", "H", "H", "C", "H", "H", "O", "H", "H", "O", "H", "H", "H", "C", "C", "H", "H", "H", "H", "C"],
  "xyz": [[-6.464112, -1.164580, -0.197682], [-0.091909, -0.617015, 1.685524], [-1.250120, 3.402688, 1.401046], [-0.886911, 0.022092, -1.277234], [-3.291825, -3.244110, 0.624346], [-3.108463, -2.143252, 0.148800], [-7.059944, -2.776971, -0.628797], [-1.346096, 1.137241, 0.767913], [-0.797338, -2.908983, 1.947922], [4.746306, -1.948292, 1.331990], [-0.138860, -0.918079, -1.439069], [1.299517, 1.008959, 2.905755], [4.373523, 0.386571, -0.691006], [-1.931448, 0.108677, -0.182457], [-1.127989, -3.696894, 1.278244], [-1.394445, -2.989110, 2.855727], [-3.905847, -1.622850, -0.809774], [0.519790, 1.599050, 2.429037], [0.279178, 0.515768, -3.640897], [3.959426, 0.532144, 0.756735], [3.492357, -0.657852, -1.431907], [1.596368, 0.791379, -1.885278], [-1.868546, 2.489509, 0.621966], [-5.023750, -2.408651, -1.206973], [-0.758120, 1.147504, -1.979828], [1.596114, -1.404121, -3.671823], [-4.728168, -3.463161, -1.232082], [2.585773, -1.261655, 2.250535], [-1.380932, 5.246397, 2.184300], [0.967735, 2.378788, 1.818566], [4.165199, -1.256940, -2.049628], [-5.268525, -2.065911, -2.214943], [-0.081145, 2.087995, 3.192982], [0.515841, 2.217283, -3.115582], [4.313458, 1.340082, -1.215077], [-1.696232, 4.748661, 1.264301], [-2.879449, 0.467656, -0.583479], [-0.336294, 0.724595, 1.576768], [4.755517, 0.893137, 1.397568], [2.416006, -0.680780, -3.665614], [-2.030050, -1.230520, 0.499702], [0.413688, 1.181358, -2.787615], [2.545221, -0.046414, -2.369691], [3.545542, -1.177202, 1.170995], [2.933706, -2.624767, -0.634987], [5.406423, 0.036857, -0.722870], [2.786035, -1.570209, -0.428973], [1.724103, -1.350042, -0.363890], [-5.941941, -2.579794, 0.728614], [-2.791815, 2.775745, -0.109872], [0.754239, -0.913600, 2.167878], [0.251585, -3.042442, 2.205558], [1.652606, 1.269798, -0.768071], [-2.788960, 4.758320, 1.190224], [3.340130, -1.204568, -3.900608], [-0.000496, 5.367132, 0.086571], [-1.085899, 5.417622, 0.040029], [-6.203178, -2.218159, -0.262766], [-1.425350, 4.909462, -0.858902], [2.253921, 0.068252, -4.439879], [3.052219, 1.115919, 0.865695], [-1.394771, 6.458391, -0.002456], [-1.006106, -1.572433, 1.324579]],
  "forces_ev_per_angstrom": [[-0.1, 0.1, 0.0], [0.2, -0.2, 0.0], [0.1, -0.2, 0.0], [-0.1, -0.5, 0.0], [-0.1, 0.0, 0.0], [0.1, -0.3, 0.2], [-0.1, -0.1, 0.0], [0.0, -0.4, 0.1], [0.0, -0.1, -0.1], [0.4, 0.0, -0.3], [-0.2, 0.0, -0.3], [0.1, 0.0, 0.0], [0.2, 0.2, -0.3], [0.2, 0.0, 0.1], [0.0, 0.0, 0.1], [0.0, 0.0, 0.1], [0.2, 0.3, 0.0], [0.2, 0.0, 0.0], [0.1, 0.1, 0.1], [-0.3, -0.7, 0.0], [0.2, 0.3, -0.3], [0.1, 0.2, -0.5], [-0.1, 0.2, 0.1], [-0.4, -0.4, 0.0], [-0.1, 0.4, -0.2], [0.0, 0.0, -0.1], [-0.1, 0.2, -0.1], [-0.1, 0.1, 0.0], [-0.1, -0.1, -0.1], [0.1, 0.0, 0.0], [-0.1, 0.1, 0.1], [0.1, -0.1, 0.1], [0.0, 0.0, 0.0], [0.0, -0.1, 0.0], [0.0, 0.0, 0.0], [-0.3, 0.5, -0.2], [0.2, 0.0, 0.1], [-0.5, 0.5, -0.2], [0.1, -0.2, 0.2], [-0.2, -0.1, -0.2], [0.3, 0.5, 0.1], [0.1, -0.2, 0.1], [0.2, 0.0, 0.0], [-0.2, 0.1, 0.1], [0.1, -0.1, 0.1], [0.0, 0.1, 0.0], [0.2, 0.3, 0.6], [-0.1, 0.0, 0.1], [0.0, 0.0, 0.1], [0.1, 0.0, 0.0], [-0.2, 0.1, -0.1], [0.1, 0.0, 0.1], [0.0, 0.0, 0.3], [0.2, 0.0, 0.1], [0.0, 0.1, 0.0], [0.1, 0.1, 0.0], [-0.1, -0.3, 0.2], [0.4, 0.0, -0.1], [0.0, 0.0, -0.1], [0.0, -0.1, -0.1], [0.0, 0.0, 0.1], [0.0, 0.1, 0.0], [-0.7, -0.1, -0.2]]
}

***

# 5
{
  "formula": "C2H7ClO2Si",
  "method": "ωB97M-V/def2-TZVPD",
  "smiles": "CC[Si](=O)O.Cl",
  "max_force_ha_per_bohr": 0.068,
  "total_energy_ev": -26684.2043,
  "relative_energy_ev": 1.458,
  "orbital_gap_ev": 10.646,
  "molar_mass_da": 126.6,
  "elements": ["H", "H", "Cl", "O", "H", "H", "C", "H", "C", "O", "H", "Si", "H"],
  "xyz": [[-0.119893, 0.068576, 1.724065], [3.360717, -0.121032, -0.401469], [3.450917, 1.155292, -0.463159], [2.531166, -1.520736, 0.188541], [-2.092817, 0.086006, 0.022434], [-0.015066, -3.295568, -0.330015], [-1.115900, 0.494652, -0.152719], [-1.127099, 1.613705, -0.078850], [0.189609, 0.186471, 0.762442], [-0.092878, -2.434381, 0.043995], [-0.894440, 0.305498, -1.252260], [1.038916, -1.302780, 0.250288], [0.878120, 1.076065, 0.797437]],
  "forces_ev_per_angstrom": [[-1.0, -0.5, 3.0], [-0.2, -0.9, 0.3], [0.3, 1.3, -0.3], [0.8, -0.5, -0.4], [0.0, -0.5, 0.8], [0.4, -0.8, -0.3], [2.6, 2.0, -1.3], [-0.7, -0.9, -0.2], [-0.7, 1.6, -3.0], [-0.4, 0.9, 0.2], [-0.2, 0.1, 1.3], [-0.2, -0.8, 0.2], [-0.6, -1.0, -0.4]]
}